Below is a molecular structure, C23H26BGeN5RhS3 at a distorted geometry, with properties calculated with the ωB97M-V functional and the def2-TZVPD basis.

## Properties
electronic energy: -124401.9581 eV
charge: +3
multiplicity: 5
relative energy (zero: lowest compared OMol25 entry of this formula, charge and spin): 42.1 kcal per mole
HOMO-LUMO gap (alpha / beta): 7.71 / 3.91 eV

Last column: Löwdin spin population.
CARTESIAN COORDINATES (ANGSTROEM)
Rh (-0.043, 0.191, -0.140)  1.242
C (2.294, -3.436, 2.619)  0.004
N (2.579, -2.018, 2.815)  0.051
C (3.653, -1.522, 3.464)  0.130
C (3.483, -0.154, 3.553)  0.119
N (2.327, 0.178, 2.938)  0.053
B (1.593, 1.546, 3.148)  0.031
N (1.943, 2.607, 2.053)  0.038
C (2.975, 3.489, 2.013)  0.056
C (2.709, 4.418, 1.038)  0.061
N (1.495, 4.108, 0.507)  0.037
C (0.805, 4.848, -0.543)  0.009
C (1.055, 2.984, 1.117)  0.048
S (-0.477, 2.240, 0.879)  0.645
C (1.778, -0.968, 2.464)  0.038
S (0.274, -1.180, 1.685)  0.453
H (3.223, -3.981, 2.473)  0.001
H (1.649, -3.568, 1.756)  0.002
H (1.788, -3.837, 3.497)  0.002
H (4.447, -2.145, 3.845)  0.006
H (4.101, 0.576, 4.049)  0.005
H (1.892, 1.969, 4.218)  0.004
H (0.408, 1.357, 3.077)  0.021
H (3.814, 3.433, 2.685)  0.003
H (3.275, 5.277, 0.719)  0.003
H (1.183, 5.866, -0.566)  0.000
H (-0.265, 4.873, -0.343)  0.005
H (0.983, 4.383, -1.512)  0.001
Ge (0.559, -1.966, -1.153)  0.038
C (0.699, -1.925, -3.143)  0.237
C (-0.413, -1.699, -3.956)  0.092
C (-0.260, -1.765, -5.330)  0.053
C (0.996, -2.031, -5.874)  0.260
C (2.107, -2.221, -5.058)  0.061
C (1.968, -2.152, -3.679)  0.079
C (-0.707, -3.425, -0.688)  0.034
C (-0.125, -4.620, -0.266)  0.005
C (-0.949, -5.679, 0.086)  0.004
C (-2.331, -5.536, 0.000)  -0.001
C (-2.904, -4.338, -0.411)  0.003
C (-2.089, -3.267, -0.752)  0.003
H (1.947, -2.500, -0.730)  -0.004
H (-1.395, -1.534, -3.529)  0.001
H (-1.120, -1.624, -5.972)  0.000
H (1.108, -2.108, -6.948)  0.010
H (3.081, -2.424, -5.483)  0.000
H (2.828, -2.314, -3.041)  0.001
H (0.951, -4.749, -0.257)  0.000
H (-0.505, -6.610, 0.414)  0.001
H (-2.967, -6.380, 0.233)  0.000
H (-3.979, -4.232, -0.469)  0.000
H (-2.541, -2.334, -1.070)  0.001
S (-1.631, 1.978, -3.979)  0.002
C (0.076, 1.900, -4.038)  0.007
C (0.566, 1.335, -2.909)  0.008
N (-0.404, 0.976, -2.003)  0.023
C (-1.612, 1.262, -2.444)  0.010
H (0.624, 2.268, -4.891)  0.001
H (1.607, 1.147, -2.692)  0.002
H (-2.516, 1.067, -1.883)  0.003

Below is a molecular structure, C45H41Cl2MoN8O3S2 at a distorted geometry, with properties calculated with the ωB97M-V functional and the def2-TZVPD basis.

## Properties
electronic energy: -113960.1014 eV
charge: -2
multiplicity: 4
relative energy (zero: lowest compared OMol25 entry of this formula, charge and spin): 24.4 kcal per mole
HOMO-LUMO gap (alpha / beta): 4.89 / 5.94 eV

Last column: Löwdin spin population.
CARTESIAN COORDINATES (ANGSTROEM)
Mo (5.538, -14.998, 16.189)  2.181
C (3.826, -14.595, 12.466)  0.000
C (3.563, -13.131, 12.933)  -0.003
C (3.935, -12.839, 14.422)  0.001
N (5.261, -13.368, 14.814)  -0.071
C (6.441, -12.771, 14.378)  0.041
C (6.192, -11.610, 13.568)  0.050
C (7.067, -10.949, 12.701)  0.024
C (8.442, -11.199, 12.556)  0.073
C (9.247, -11.879, 13.418)  0.015
C (8.912, -12.846, 14.438)  0.102
C (7.667, -13.471, 14.720)  0.021
N (7.526, -14.658, 15.382)  -0.044
C (8.873, -15.257, 15.800)  0.002
C (8.821, -16.534, 16.574)  -0.003
C (7.638, -16.759, 17.491)  0.005
N (6.323, -16.769, 16.803)  -0.042
C (5.894, -17.922, 16.285)  0.073
C (6.272, -19.261, 16.775)  0.117
C (5.650, -20.431, 16.458)  0.034
C (5.037, -20.792, 15.273)  0.106
C (4.676, -19.941, 14.175)  0.023
C (4.678, -18.576, 14.073)  0.072
C (4.950, -17.709, 15.140)  0.065
N (4.503, -16.448, 15.074)  -0.059
C (3.147, -16.252, 14.533)  0.004
C (2.981, -15.763, 13.103)  -0.003
H (4.897, -14.756, 12.502)  0.000
H (3.566, -14.472, 11.435)  0.000
H (2.429, -13.011, 12.773)  0.000
H (4.009, -12.483, 12.117)  0.000
H (3.203, -13.373, 15.074)  0.002
H (3.717, -11.785, 14.708)  -0.002
H (5.153, -11.263, 13.580)  0.002
H (6.676, -10.065, 12.188)  0.000
H (9.000, -10.632, 11.797)  0.004
H (10.291, -11.756, 13.268)  -0.001
H (9.757, -13.163, 15.083)  0.006
H (9.343, -14.432, 16.417)  -0.001
H (9.474, -15.342, 14.833)  0.000
H (9.615, -16.531, 17.301)  0.000
H (8.863, -17.379, 15.928)  0.000
H (7.433, -15.894, 18.231)  0.001
H (7.742, -17.662, 18.077)  0.000
H (7.185, -19.333, 17.314)  0.008
H (5.871, -21.321, 17.105)  0.001
H (4.674, -21.791, 15.202)  0.008
H (4.316, -20.514, 13.323)  -0.001
H (4.281, -18.104, 13.124)  0.005
H (2.550, -15.544, 15.159)  -0.001
H (2.716, -17.221, 14.681)  0.001
H (1.932, -15.503, 13.031)  0.000
H (3.030, -16.704, 12.444)  0.000
S (6.378, -13.680, 18.081)  0.011
C (4.691, -13.719, 18.540)  0.049
S (3.661, -14.257, 17.279)  0.064
C (4.217, -13.471, 19.872)  0.026
C (4.844, -13.844, 21.064)  0.005
N (5.191, -14.156, 22.149)  0.016
C (2.921, -12.938, 20.130)  0.003
N (1.792, -12.687, 20.347)  0.010
O (8.443, -3.014, 21.126)  0.000
N (8.428, -4.239, 21.162)  0.000
C (9.533, -4.930, 21.717)  0.000
C (9.438, -6.276, 21.896)  0.000
C (8.287, -6.988, 21.459)  0.000
C (7.235, -6.316, 20.831)  0.000
C (7.293, -4.890, 20.729)  0.000
H (10.289, -4.321, 22.171)  0.000
H (10.241, -6.794, 22.407)  0.000
H (8.256, -8.056, 21.527)  0.000
H (6.330, -6.903, 20.602)  0.000
H (6.629, -4.091, 20.362)  0.000
Cl (0.321, -6.013, 16.029)  0.000
C (0.118, -6.516, 17.747)  0.000
C (0.857, -5.748, 18.699)  0.000
C (0.737, -5.999, 20.046)  0.000
C (-0.055, -7.079, 20.416)  0.000
C (-0.518, -8.042, 19.504)  0.000
Cl (-0.828, -9.646, 20.025)  0.000
C (-0.555, -7.783, 18.172)  0.000
N (-1.007, -8.788, 17.341)  0.000
C (-1.795, -8.602, 16.291)  0.000
C (-2.849, -7.702, 16.342)  0.000
C (-3.778, -7.572, 15.251)  0.000
C (-3.500, -8.347, 14.115)  0.000
C (-2.406, -9.188, 14.059)  0.000
C (-1.571, -9.429, 15.119)  0.000
C (-0.535, -10.513, 14.925)  0.000
C (0.757, -10.591, 15.753)  0.000
O (1.826, -10.851, 15.198)  0.000
O (0.600, -10.560, 17.039)  0.000
H (1.550, -4.988, 18.307)  0.000
H (1.364, -5.421, 20.677)  0.000
H (-0.247, -7.247, 21.463)  0.000
H (-0.314, -9.787, 17.325)  0.000
H (-3.007, -7.192, 17.269)  0.000
H (-4.592, -6.845, 15.370)  0.000
H (-4.166, -8.231, 13.277)  0.000
H (-2.136, -9.641, 13.084)  0.000
H (-0.120, -10.448, 13.952)  0.000
H (-1.038, -11.449, 15.062)  0.000

Below is 5 unconnected molecules or ions with the total composition C2H12O5 at a distorted geometry, with properties calculated with the ωB97M-V functional and the def2-TZVPD basis.

## Properties
electronic energy: -12504.1581 eV
relative energy (zero: lowest compared OMol25 entry of this formula, charge and spin): 46.7 kcal per mole
structure (SMILES): CC=O.O.O.O.O
HOMO-LUMO gap: 11.09 eV

Last column: Mulliken charge in e.
CARTESIAN COORDINATES (ANGSTROEM)
C (-1.738, -0.522, 0.886)  -0.549
C (-0.808, -1.371, 1.704)  0.069
O (0.401, -1.508, 1.416)  -0.598
H (-2.473, -0.991, 0.321)  0.434
H (-1.069, -0.109, 0.028)  -0.186
H (-2.032, 0.290, 1.644)  0.304
H (-1.170, -1.806, 2.589)  0.444
O (1.857, 2.264, 1.577)  -0.615
H (1.538, 2.821, 0.940)  0.298
H (2.464, 1.607, 1.290)  0.297
O (1.032, -0.622, -0.967)  -0.691
H (1.231, -1.162, -1.709)  0.311
H (1.206, -1.155, -0.082)  0.402
O (1.097, 2.210, -1.628)  -0.609
H (0.415, 2.085, -2.245)  0.294
H (1.134, 1.208, -1.485)  0.333
O (-1.213, -1.194, -1.749)  -0.663
H (-0.673, -1.739, -1.120)  0.352
H (-1.198, -0.306, -1.409)  0.373

- What is the formula in the second record?
  C45H41Cl2MoN8O3S2